w) ORCA calculation (wB97M-V/def2-TZVPD) on a molecular structure, CHF2O3P.

## Properties
- Gap between HOMO and LUMO: 6.85 eV
- Total charge: -2

Element x y z (Å)
C -0.56316 0.58154 -0.36959
O 0.20891 -2.09264 0.07662
O 0.76469 -0.54466 1.98444
O 1.94787 -0.26143 -0.24507
F -2.26395 0.72494 -0.38622
F -0.43151 1.79979 -0.02867
P 0.72198 -0.73791 0.46443
H -0.38482 0.53037 -1.49594

How is the electron density shared among the atoms? According to natural (NBO), the charges in e are: 0.2496, -1.2469, -1.2510, -1.2299, -0.5911, -0.3489, 2.3293, 0.0888


x) ORCA calculation (wB97M-V/def2-TZVPD) on a gas-phase ion, CHF2O3P (charge -2).

## Properties
- Gap between HOMO and LUMO: 6.77 eV
- SMILES: O=P([O-])([O-])C(F)F
- Total charge: -2

Element x y z (Å)
O 1.34113 -0.84418 -0.94878
P 0.08334 -1.09229 -0.18754
O -1.09998 -1.48323 -1.00548
O 0.11575 -1.76140 1.20788
C -0.11229 0.90711 0.19262
F -0.54487 1.73062 -0.95754
F -0.72931 1.49790 1.32080
H 0.94622 1.04548 0.37804

How is the electron density shared among the atoms? According to natural (NBO), the charges in e are: -1.2471, 2.3394, -1.2539, -1.2487, 0.1839, -0.4458, -0.4290, 0.1013


Which of them is the most stable, and which is the least stable? x) and w), in that order.


w) ORCA calculation (wB97M-V/def2-TZVPD) on 2 unconnected molecules or ions with the total composition C3H11N2O2.

## Properties
- Gap between HOMO and LUMO: 11.04 eV
- Total charge: +1

Element x y z (Å)
N 0.34300 0.33110 1.63840
C -0.21389 0.82157 0.32697
C 0.93674 0.73397 -0.69385
C -1.42876 -0.06616 -0.18547
N -2.33819 0.48566 -0.99683
O -1.29100 -1.22578 0.16001
H 1.10197 0.91388 1.98872
H 0.70005 -0.61789 1.28749
H -0.34552 0.15076 2.36501
H -0.68110 1.81862 0.40715
H 1.81423 1.16506 -0.20919
H 0.61047 1.29486 -1.58126
H 1.03452 -0.37002 -0.88169
H -2.96851 -0.17715 -1.42721
H -2.20826 1.38274 -1.43306
H 2.20845 -2.67461 0.06902
H 1.05686 -2.08976 -0.77545
O 1.66895 -1.87686 -0.05877

natural (NBO) population analysis, charges in e, atoms 1 to 8: -0.7078, -0.1319, -0.6209, 0.6691, -0.7934, -0.6235, 0.4453, 0.4988


x) ORCA calculation (wB97M-V/def2-TZVPD) on 2 unconnected molecules or ions with the total composition C3H11N2O2.

## Properties
- Gap between HOMO and LUMO: 10.79 eV
- Total charge: +1

Element x y z (Å)
O -0.06702 2.72871 -0.09821
C 0.44984 1.77086 0.38941
N 1.82845 1.62955 0.28362
C -0.22248 0.56496 0.95488
N -1.07708 0.00631 -0.10993
C -1.45186 -1.43329 0.20951
H 2.35981 2.29031 -0.31039
H 2.44189 0.89384 0.56972
H 0.51249 -0.19659 1.25175
H -0.76142 1.07730 1.83021
H -0.66850 -0.04282 -1.04045
H -1.97778 0.56486 -0.12790
H -0.57899 -2.09110 0.30086
H -1.88197 -1.91877 -0.63788
H -2.02362 -1.43642 1.23473
H 0.62607 -1.23409 -2.29084
H 1.62554 -1.81396 -1.06128
O 0.86663 -1.35968 -1.34781

natural (NBO) population analysis, charges in e, atoms 1 to 8: -0.5541, 0.6417, -0.8273, -0.3328, -0.5034, -0.4343, 0.4200, 0.3991


Which of them is the most stable, and which is the least stable? w) and x), in that order.


w) ORCA calculation (wB97M-V/def2-TZVPD) on a molecular structure, C13H19N.

## Properties
- Gap between HOMO and LUMO: 9.94 eV

Element x y z (Å)
C -2.78696 -0.77100 -0.81351
C -2.29559 -1.69809 0.23163
C -0.88646 -1.65398 0.40208
C -0.07765 -0.59751 1.17535
C 0.41413 0.61055 0.40690
C -0.47023 1.50352 -0.70942
C -1.85978 1.76210 -0.06709
C -2.98049 0.83009 -0.44134
C 1.89055 0.52220 -0.05957
C 3.00620 0.67722 0.85075
C 4.27645 0.37391 0.53852
C 4.34639 -0.48149 -0.58077
C 2.16303 -0.31409 -1.16825
H -2.00315 -0.99428 -1.50634
H -3.89926 -1.03263 -1.09876
H -2.81316 -2.73186 0.18039
H -2.74430 -1.09007 1.20132
H -0.34133 -2.52381 1.05480
H -0.44554 -1.81934 -0.58809
H 1.02211 -1.27413 1.49081
H -0.36866 -0.15050 2.41960
H 0.67653 1.44508 1.16807
H 0.13142 2.55071 -0.60483
H -0.29068 1.06531 -1.78943
H -1.78642 1.91396 1.12261
H -2.31215 2.92120 -0.33645
H -3.69137 1.22466 -1.34872
H -3.96218 0.66529 0.15802
H 2.79011 1.18506 1.67310
H 5.17883 0.11773 1.22597
H 5.33734 -1.02354 -0.85198
H 1.39002 -0.44670 -1.90817
N 3.39224 -0.76558 -1.42718

natural (NBO) population analysis, charges in e, atoms 1 to 8: -0.3910, -0.4224, -0.4605, -0.3854, -0.2732, -0.4118, -0.4470, -0.4375


x) ORCA calculation (wB97M-V/def2-TZVPD) on 2 unconnected molecules or ions with the total composition C13H19N.

## Properties
- Gap between HOMO and LUMO: 8.84 eV
- SMILES: CCc1c[nH]c2ccccc12.CCC

Element x y z (Å)
C 2.43593 0.08090 3.23280
C 2.21544 -0.95600 2.09889
C 1.62456 -0.22562 0.91941
C 2.37683 0.13390 -0.16364
N 1.70298 0.99853 -1.00495
C 0.45620 1.22707 -0.41558
C -0.66130 1.97237 -0.89413
C -1.83181 1.93154 -0.17361
C -1.80676 1.36945 1.13881
C -0.78722 0.54922 1.53077
C 0.39801 0.51190 0.77608
H 2.68192 -0.39952 4.17650
H 1.62836 0.79897 3.39491
H 3.24873 0.74349 2.92500
H 3.16479 -1.44747 1.91616
H 1.47593 -1.66461 2.48271
H 3.32683 -0.31924 -0.39154
H 1.67755 1.08329 -2.00054
H -0.48901 2.13228 -1.96000
H -2.78298 2.27653 -0.54287
H -2.70350 1.44283 1.73859
H -0.83343 -0.22255 2.29390
C -1.28445 -1.69880 -0.96363
C -1.79980 -2.53070 -2.18675
C -2.52961 -1.72545 -3.24898
H -1.80947 -0.74866 -0.91581
H -0.23124 -1.46074 -1.11377
H -1.43612 -2.34987 -0.10900
H -0.97107 -3.05730 -2.64837
H -2.46718 -3.26357 -1.72616
H -2.78439 -0.73841 -2.82928
H -1.88197 -1.34373 -4.05397
H -3.38616 -2.17560 -3.73977

natural (NBO) population analysis, charges in e, atoms 1 to 8: -0.5998, -0.4149, -0.0712, -0.0337, -0.5472, 0.1550, -0.2487, -0.2162


Which of them is the most stable, and which is the least stable? x) and w), in that order.


w) ORCA calculation (wB97M-V/def2-TZVPD) on a gas-phase ion, C5H17N4P2 (charge +1).

## Properties
- Gap between HOMO and LUMO: 8.00 eV
- SMILES: CNP(N(C)C)N(C)/P=[NH+]/C
- Total charge: +1

Element x y z (Å)
C 1.25983 -0.34499 -2.42784
N 0.36910 0.31987 -1.55962
P -0.57533 -0.81244 -0.71209
N -1.60868 0.28219 0.20490
C -2.87121 0.60865 -0.58332
C -2.20293 -0.44869 1.43918
N 0.69124 -0.99995 0.58539
C 0.93961 -2.70790 0.95606
P 1.88926 -0.15207 1.23198
N 1.32466 1.35248 0.94426
C 2.23595 2.49725 0.83095
H 0.90074 -1.32381 -2.85579
H 1.69811 0.14922 -3.40241
H 2.21505 -0.64201 -1.74835
H -0.25009 1.09651 -1.87219
H -2.56714 1.15598 -1.38186
H -3.28626 -0.40196 -0.89293
H -3.69746 1.03560 0.02290
H -3.10676 -1.17145 1.32505
H -1.43305 -0.97799 1.99245
H -2.69316 0.36299 2.21197
H 1.74105 -2.77933 1.72727
H -0.05010 -3.16597 1.25553
H 1.28094 -2.92508 0.01942
H 0.51424 1.57168 0.52189
H 2.84537 2.52577 1.70524
H 2.83987 2.49072 -0.08728
H 1.59717 3.40474 0.54926

natural (NBO) population analysis, charges in e, atoms 1 to 8: -0.4549, -0.9854, 1.3990, -0.7716, -0.4210, -0.4690, -1.1387, -0.3471


x) ORCA calculation (wB97M-V/def2-TZVPD) on a molecular structure, C5H17N4P2.

## Properties
- Gap between HOMO and LUMO: 8.67 eV
- Total charge: +1

Element x y z (Å)
C 0.00721 2.43199 0.16333
C -0.04345 -2.61121 -0.39863
C 4.37918 0.58818 0.78758
C -2.72958 -0.11631 -1.28900
C -3.70486 0.09991 0.99858
N -0.00028 0.93308 0.21163
N -0.04059 -1.24710 -0.06256
N 3.53283 -0.15228 -0.21222
N -2.47102 -0.08210 0.18696
P 0.99863 -0.05840 -0.67430
P -1.07660 -0.17824 1.01567
H -0.23939 2.71618 -0.91265
H -0.78488 2.69139 0.89036
H 1.08336 2.54728 0.40620
H -0.47416 -3.17995 0.53834
H -0.58666 -2.93886 -1.28516
H 1.07966 -2.95039 -0.64937
H 5.46855 0.27837 0.65272
H 4.50719 1.69816 0.51064
H 3.97997 0.43007 1.69935
H -1.87502 0.09662 -1.94371
H -3.33335 -1.12314 -1.40684
H -3.37911 0.65565 -1.56244
H -3.88424 1.14659 1.04453
H -4.56846 -0.42508 0.51105
H -3.44966 -0.21700 2.02625
H 3.82638 0.07575 -1.08223
H 3.77835 -1.10913 -0.16409

natural (NBO) population analysis, charges in e, atoms 1 to 8: -0.4209, -0.4299, -0.4192, -0.4227, -0.4032, -1.0774, -1.0266, -0.8082


Which of them is the most stable, and which is the least stable? x) and w), in that order.


w) ORCA calculation (wB97M-V/def2-TZVPD) on a single C2H4OS3 molecule.

## Properties
- Gap between HOMO and LUMO: 8.80 eV

Element x y z (Å)
C 0.55078 -0.10916 -0.35470
C 0.73202 -0.74187 0.99753
O -2.79346 1.40012 -0.49195
S -0.76276 -0.81960 -1.43777
S 0.15122 1.65839 -0.19831
S -1.73186 1.26286 -1.39035
H 1.64118 -0.06599 -0.83929
H -0.21751 -0.67897 1.41421
H 1.49068 -0.19616 1.38473
H 0.93971 -1.70961 0.91589

natural (NBO) population analysis, charges in e, atoms 1 to 8: -0.4515, -0.6246, -0.8790, -0.0238, -0.0083, 1.1227, 0.2254, 0.2166


x) ORCA calculation (wB97M-V/def2-TZVPD) on a single C2H4OS3 molecule.

## Properties
- Gap between HOMO and LUMO: 9.03 eV

Element x y z (Å)
C 0.04522 -1.35866 0.30532
C -0.01138 1.19248 -0.65579
O 1.76329 0.63595 1.19869
S -1.94753 -0.70548 0.26358
S -1.42552 1.24482 0.56679
S 1.25331 0.04229 -0.00479
H 0.21798 -2.05039 1.06046
H 0.10516 -1.85100 -0.64938
H -0.27793 0.64319 -1.58996
H 0.27740 2.20680 -0.49492

natural (NBO) population analysis, charges in e, atoms 1 to 8: -0.6612, -0.7532, -0.9592, -0.0028, 0.1275, 1.2885, 0.2376, 0.2140


Which of them is the most stable, and which is the least stable? w) and x), in that order.


w) ORCA calculation (wB97M-V/def2-TZVPD) on a molecular structure, C2HN4O3.

## Properties
- Gap between HOMO and LUMO: 9.02 eV
- Total charge: -1

Element x y z (Å)
C 1.72166 -0.15141 0.94302
C 0.60530 -0.28935 0.08367
N 2.61530 -0.10537 1.66295
N -0.65590 0.18438 0.53326
N -0.10478 -1.58493 0.11051
N -1.31695 1.04900 -0.18725
O -0.74851 1.70441 -1.06656
O -0.43347 -2.01848 -0.99219
O -2.49641 1.21682 0.10574
H 0.81375 -0.00506 -1.19314

natural (NBO) population analysis, charges in e, atoms 1 to 8: 0.2894, -0.1298, -0.3479, -0.3884, 0.1458, 0.6031, -0.5189, -0.4022


x) ORCA calculation (wB97M-V/def2-TZVPD) on a gas-phase ion, C2HN4O3 (charge -1).

## Properties
- Gap between HOMO and LUMO: 9.26 eV
- SMILES: N=C=NC(=O)N=[N+]([O-])[O-]
- Total charge: -1

Element x y z (Å)
N 0.78620 -0.25849 -0.59370
C -0.14914 0.48583 -0.53058
N -0.72248 1.40812 0.04919
C -1.24837 2.58924 -0.47732
O -1.88738 3.33101 0.27854
N -1.08952 2.85635 -1.78128
N -0.72960 1.99004 -2.68316
O -0.14787 2.47844 -3.68025
O -0.84544 0.73737 -2.49595
H 0.87433 -0.91407 -1.30575

natural (NBO) population analysis, charges in e, atoms 1 to 8: -0.7484, 0.7253, -0.6075, 0.7280, -0.6319, -0.4606, 0.6008, -0.4661


Which of them is the most stable, and which is the least stable? x) and w), in that order.